<1>
ORCA calculation (ωB97M-V/def2-TZVPD) on the molecule C22H29N3O6.

```
60
C22H29N3O6, DFT ωB97M-V/def2-TZVPD
C -1.590 -3.528 -1.689
C -2.680 -2.540 -1.303
N -2.211 -1.195 -0.987
C -0.934 -0.838 -1.174
C -0.400 0.368 -0.822
C 1.054 0.536 -1.075
O 1.685 -0.303 -1.728
N 1.609 1.612 -0.516
C 3.025 1.915 -0.554
C 3.730 1.015 0.488
O 4.196 1.410 1.536
N 3.762 -0.270 0.082
C 4.066 -1.357 0.981
C 2.797 -2.065 1.473
C 2.109 -2.857 0.356
O 0.811 -3.314 0.687
C 0.774 -4.304 1.685
C 3.279 3.413 -0.337
C 2.799 4.203 -1.553
C 2.626 3.946 0.938
C -1.217 1.368 -0.178
O -0.803 2.452 0.241
C -2.630 0.989 -0.058
C -3.503 1.947 0.489
C -4.820 1.621 0.615
C -5.290 0.363 0.206
C -4.467 -0.590 -0.326
C -3.098 -0.277 -0.461
O -6.632 0.288 0.426
C -7.005 1.530 0.992
O -5.867 2.354 1.101
H -2.045 -4.509 -1.796
H -0.825 -3.584 -0.918
H -1.130 -3.268 -2.639
H -3.193 -2.923 -0.414
H -3.409 -2.468 -2.119
H -0.270 -1.556 -1.626
H 0.987 2.238 -0.005
H 3.405 1.623 -1.543
H 3.253 -0.500 -0.768
H 4.719 -2.072 0.472
H 4.599 -0.926 1.832
H 3.070 -2.734 2.292
H 2.099 -1.318 1.858
H 1.956 -2.219 -0.518
H 2.739 -3.712 0.066
H 1.445 -5.136 1.440
H 1.046 -3.906 2.668
H -0.252 -4.668 1.722
H 4.363 3.529 -0.237
H 1.728 4.072 -1.689
H 3.305 3.872 -2.458
H 3.000 5.263 -1.415
H 1.541 3.961 0.859
H 2.917 3.336 1.788
H 2.960 4.966 1.117
H -3.102 2.901 0.788
H -4.884 -1.532 -0.632
H -7.439 1.362 1.990
H -7.755 2.015 0.347
```

## Properties
Lowest unoccupied orbital energy = 0.32 eV

<2>
ORCA calculation (ωB97M-V/def2-TZVPD) on the molecule C22H29N3O6.

```
60
C22H29N3O6, DFT ωB97M-V/def2-TZVPD
C -7.352 3.147 -1.025
C -6.801 2.201 -2.082
O -5.640 1.514 -1.613
C -5.839 0.427 -0.856
O -6.925 -0.020 -0.592
C -4.528 -0.119 -0.351
C -4.586 -1.635 -0.157
C -3.309 -2.130 0.514
C -3.057 -1.359 1.815
N -3.027 0.082 1.636
C -1.797 0.580 1.048
C -0.767 0.860 2.158
C 0.614 1.102 1.580
O 1.162 2.180 1.578
N 1.138 -0.048 1.064
C 2.317 -0.305 0.397
C 2.533 -1.551 -0.193
C 1.617 -2.656 -0.215
O 0.504 -2.634 0.290
O 2.107 -3.738 -0.857
C 1.246 -4.864 -0.908
N 3.789 -1.566 -0.770
C 4.382 -0.365 -0.563
C 5.639 0.074 -0.953
C 6.020 1.363 -0.610
O 7.264 1.733 -1.019
C 7.728 3.026 -0.712
C 5.145 2.195 0.113
C 3.900 1.763 0.500
C 3.490 0.469 0.169
C -4.242 0.548 1.020
H -7.683 2.580 -0.158
H -6.585 3.853 -0.714
H -8.197 3.696 -1.430
H -7.560 1.462 -2.360
H -6.470 2.748 -2.967
H -3.736 0.159 -1.051
H -4.725 -2.129 -1.121
H -5.452 -1.869 0.466
H -3.391 -3.194 0.738
H -2.459 -2.001 -0.160
H -2.112 -1.680 2.257
H -3.859 -1.579 2.527
H -1.371 -0.125 0.321
H -2.003 1.514 0.521
H -1.073 1.739 2.725
H -0.730 0.006 2.835
H 0.545 -0.879 1.082
H 0.335 -4.622 -1.460
H 0.971 -5.178 0.101
H 1.802 -5.648 -1.414
H 4.178 -2.358 -1.251
H 6.317 -0.554 -1.508
H 8.728 3.086 -1.138
H 7.786 3.188 0.369
H 7.097 3.799 -1.164
H 5.448 3.196 0.374
H 3.235 2.412 1.046
H -4.189 1.633 0.903
H -5.071 0.313 1.695
```

## Properties
Lowest unoccupied orbital energy = 0.36 eV

Most stable structure - <2>; separation to the second - 0.135 eV.

<1>
ORCA calculation (ωB97M-V/def2-TZVPD) on the ion C5H12N3 with charge +1.

```
20
C5H12N3, DFT ωB97M-V/def2-TZVPD
N -0.676 -0.983 1.759
C 0.202 -0.468 0.698
C 0.827 -1.333 -0.381
C 1.567 -0.327 -1.345
C 0.681 0.871 -1.754
N -0.340 1.380 -1.179
C -0.987 0.609 -0.171
N -1.589 1.429 0.833
H -0.727 -1.962 1.465
H -0.378 -0.974 2.744
H 1.024 0.214 1.025
H 0.172 -1.817 -0.979
H 1.459 -2.019 0.116
H 1.971 -0.988 -2.077
H 2.371 0.231 -0.986
H 1.195 1.557 -2.414
H -1.703 -0.095 -0.599
H -0.969 2.241 1.054
H -1.558 0.632 1.568
H -2.541 1.804 0.625
```

## Properties
Total charge = +1
Lowest unoccupied orbital energy = -3.10 eV

<2>
ORCA calculation (ωB97M-V/def2-TZVPD) on the ion C5H12N3 with charge +1.

```
20
C5H12N3, DFT ωB97M-V/def2-TZVPD
C 1.492 0.797 -0.118
C 0.223 -1.187 0.480
C 0.341 -2.580 -0.414
C 0.913 2.979 -0.850
C -2.202 -0.623 0.923
N 1.346 -0.401 0.291
N 0.617 1.621 -0.608
N -1.017 -0.555 0.137
H 2.444 1.279 0.176
H 0.222 -1.578 1.432
H 0.734 -2.277 -1.427
H -0.699 -2.772 -0.381
H 1.001 -3.234 0.234
H 1.620 3.393 -0.081
H 1.422 2.977 -1.839
H -0.121 3.493 -0.789
H -2.965 -0.835 0.307
H -2.180 -1.219 1.800
H -2.409 0.551 1.182
H -0.781 0.173 -0.457
```

## Properties
Total charge = +1
Lowest unoccupied orbital energy (alpha / beta) = -7.12 / -6.06 eV

Most stable structure - <1>; separation to the second - 3.579 eV.

<1>
ORCA calculation (ωB97M-V/def2-TZVPD) on a cluster of 2 separate species, C4H12NOS in total.

```
19
C4H12NOS, DFT ωB97M-V/def2-TZVPD
C 0.530 0.382 3.027
N -0.473 0.428 1.965
C -0.099 -0.333 0.764
C -1.005 0.161 -0.378
S -0.488 -0.441 -2.008
C -0.292 -1.813 0.963
H 0.470 -0.536 3.628
H 1.564 0.478 2.670
H 0.371 1.234 3.696
H -0.541 1.398 1.689
H 0.908 -0.071 0.424
H -2.028 -0.170 -0.195
H -1.035 1.251 -0.441
H 0.581 -2.261 1.455
H -0.368 -2.291 -0.019
H -1.176 -2.049 1.542
H 1.950 1.876 -1.303
H 1.047 0.876 -2.117
O 1.702 1.662 -2.204
```

## Properties
Total charge = -1
Lowest unoccupied orbital energy = 3.57 eV

<2>
ORCA calculation (ωB97M-V/def2-TZVPD) on a cluster of 2 separate species, C4H12NOS in total.

```
19
C4H12NOS, DFT ωB97M-V/def2-TZVPD
C 1.038 1.175 0.552
C 0.849 2.121 -0.559
S 2.413 2.604 -1.342
C -0.258 0.402 0.919
N -0.348 -0.973 0.305
C 0.262 -1.065 -1.011
H 1.996 0.576 0.511
H 1.339 1.711 1.494
H 0.257 3.002 -0.265
H 0.244 1.603 -1.312
H -0.475 0.210 1.973
H -1.210 0.969 0.519
H 0.232 -1.582 0.841
H -0.548 -0.730 -1.743
H 0.577 -1.992 -1.315
H 1.062 -0.419 -1.229
H -2.710 -1.718 0.630
H -1.995 -3.174 0.491
O -2.725 -2.720 0.542
```

## Properties
Total charge = -1
Lowest unoccupied orbital energy = 3.44 eV

<3>
ORCA calculation (ωB97M-V/def2-TZVPD) on a cluster of 2 separate species, C4H12NOS in total.

```
19
C4H12NOS, DFT ωB97M-V/def2-TZVPD
C 0.870 1.151 0.005
N 0.193 -0.070 0.442
C 0.550 -1.246 -0.404
C -0.512 -2.330 -0.355
S 0.149 -3.980 -0.823
C 0.634 2.298 0.994
H 0.483 1.435 -0.974
H 1.958 1.017 -0.105
H 0.552 -0.269 1.368
H 0.630 -0.870 -1.422
H 1.512 -1.670 -0.119
H -0.932 -2.379 0.647
H -1.320 -2.083 -1.055
H -0.400 2.293 1.319
H 0.824 3.246 0.479
H 1.322 2.212 1.834
H -1.489 0.536 -0.239
H -2.713 -0.079 -0.882
O -2.311 0.788 -0.710
```

## Properties
Total charge = -1
Lowest unoccupied orbital energy = 3.45 eV

Most stable structure - <1>; separation to the second - 0.164 eV.

<1>
ORCA calculation (ωB97M-V/def2-TZVPD) on a cluster of 3 separate species, C4H12NOS in total.

```
19
C4H12NOS, DFT ωB97M-V/def2-TZVPD
C 0.411 -0.343 -0.836
C 1.961 -0.580 -0.406
S 2.711 0.857 0.326
C -0.336 -0.210 0.502
N -1.825 -0.617 0.413
C -2.493 -0.209 1.660
H 0.199 0.405 -1.624
H 0.014 -1.319 -1.073
H 2.629 -1.023 -1.175
H 1.802 -1.482 0.382
H 0.136 -0.893 1.236
H -0.248 0.821 0.912
H 1.436 -2.476 0.329
H -2.582 0.821 1.857
H -1.895 -0.594 2.554
H -3.522 -0.617 1.714
H -2.194 1.109 -2.399
H -2.177 0.050 -1.099
O -2.681 0.483 -1.905
```

## Properties
Total charge = -1
Lowest unoccupied orbital energy = 1.20 eV

<2>
ORCA calculation (ωB97M-V/def2-TZVPD) on a cluster of 2 separate species, C4H12NOS in total.

```
19
C4H12NOS, DFT ωB97M-V/def2-TZVPD
C -1.917 -0.344 -1.018
N -0.588 -0.852 -0.632
C -0.209 -0.412 0.735
C -0.161 1.143 0.789
S 0.839 1.768 2.193
C 1.212 -1.047 0.935
H -2.593 -0.378 -0.132
H -1.857 0.720 -1.310
H -2.102 -0.851 -1.985
H -0.707 -1.861 -0.584
H -0.882 -0.667 1.558
H 0.320 1.511 -0.103
H -1.192 1.525 0.786
H 1.050 -2.099 1.245
H 1.576 -0.555 1.829
H 1.863 -0.952 0.070
H 2.238 1.724 -1.130
H 1.232 0.499 -1.437
O 1.877 1.129 -1.807
```

## Properties
Total charge = -1
Lowest unoccupied orbital energy = 3.67 eV

Most stable structure - <2>; separation to the second - 5.800 eV.

<1>
ORCA calculation (ωB97M-V/def2-TZVPD) on the molecule C3H6O.

```
10
C3H6O, DFT ωB97M-V/def2-TZVPD
C 0.835 -0.719 0.031
C 0.148 0.628 -0.110
C -1.317 0.307 0.038
O -1.822 -0.787 -0.077
H 1.089 -0.901 1.255
H 0.253 -1.661 -0.430
H 1.942 -0.625 -0.567
H 0.280 1.047 -1.078
H 0.575 1.440 0.570
H -1.983 1.270 0.367
```

## Properties
Lowest unoccupied orbital energy = 0.98 eV

<2>
ORCA calculation (ωB97M-V/def2-TZVPD) on the molecule C3H6O.

```
10
C3H6O, DFT ωB97M-V/def2-TZVPD
C -1.365 -0.576 0.064
C -0.524 0.455 -0.061
C 0.956 0.524 0.094
O 1.693 -0.735 -0.005
H -2.393 -0.600 -0.295
H -1.066 -1.485 0.609
H -0.935 1.401 -0.213
H 1.175 0.890 1.096
H 1.249 1.341 -0.585
H 1.211 -1.214 -0.703
```

## Properties
Lowest unoccupied orbital energy = 1.03 eV

<3>
ORCA calculation (ωB97M-V/def2-TZVPD) on the molecule C3H6O.

```
10
C3H6O, DFT ωB97M-V/def2-TZVPD
C -0.675 -0.375 0.027
C 0.776 -0.698 0.364
O 1.199 0.476 -0.420
C -0.180 1.037 -0.335
H -1.035 -1.033 -0.860
H -1.486 -0.484 0.910
H 1.024 -0.506 1.413
H 1.101 -1.672 -0.126
H -0.485 1.335 -1.392
H -0.239 1.920 0.419
```

## Properties
Lowest unoccupied orbital energy = 1.15 eV

Most stable structure - <2>; separation to the second - 0.273 eV.

<1>
ORCA calculation (ωB97M-V/def2-TZVPD) on the molecule C3H6O.

```
10
C3H6O, DFT ωB97M-V/def2-TZVPD
C 1.075 -0.716 0.067
C -0.104 -0.148 -0.587
C -0.984 0.643 0.318
O -0.270 -0.248 -1.791
H 1.346 -1.707 -0.386
H 1.303 0.493 -0.259
H 1.208 -0.743 1.154
H -1.191 1.617 -0.115
H -1.874 0.012 0.275
H -0.659 0.735 1.365
```

## Properties
Lowest unoccupied orbital energy = 0.79 eV

<2>
ORCA calculation (ωB97M-V/def2-TZVPD) on the molecule C3H6O.

```
10
C3H6O, DFT ωB97M-V/def2-TZVPD
C 0.288 -0.970 0.840
C -0.202 -0.351 -0.456
C -0.138 1.159 -0.601
O -0.667 -1.040 -1.339
H 0.653 -1.979 0.637
H 1.065 -0.377 1.332
H -0.559 -1.052 1.531
H 0.566 1.626 0.093
H 0.128 1.411 -1.631
H -1.134 1.573 -0.406
```

## Properties
Lowest unoccupied orbital energy = 0.99 eV

<3>
ORCA calculation (ωB97M-V/def2-TZVPD) on the molecule C3H6O.

```
10
C3H6O, DFT ωB97M-V/def2-TZVPD
C -2.040 -0.275 -0.457
C 0.398 -0.359 0.647
C 1.603 0.188 0.006
O -0.694 -0.427 -0.274
H -2.353 -0.202 -1.469
H -2.649 0.011 0.407
H -0.054 0.112 1.540
H 2.462 0.203 0.774
H 1.329 1.155 -0.350
H 1.998 -0.405 -0.824
```

## Properties
Lowest unoccupied orbital energy (alpha / beta) = 0.52 / 0.84 eV

Most stable structure - <2>; separation to the second - 1.743 eV.